Entry from the Open Molecules 2025 dataset: 13 unconnected molecules or ions with the total composition C25H76N10O13 at a distorted geometry (the ωB97M-V functional and the def2-TZVPD basis).

Geometry (Å):
1 C -6.581 -0.571 -30.824
2 O -7.528 -0.015 -31.754
3 H -5.839 0.151 -30.402
4 H -6.052 -1.359 -31.243
5 H -7.068 -0.990 -29.946
6 H -7.620 -0.576 -32.484
7 C -3.792 0.478 -32.413
8 O -2.443 0.824 -32.436
9 H -4.151 0.844 -33.366
10 H -4.449 1.019 -31.673
11 H -3.960 -0.552 -32.394
12 H -2.154 0.952 -33.376
13 C -8.705 5.490 -27.454
14 O -8.824 4.234 -27.958
15 N -7.678 6.285 -27.637
16 N -9.540 5.981 -26.590
17 H -7.265 6.037 -28.557
18 H -7.712 7.280 -27.583
19 H -10.187 5.295 -26.236
20 H -9.403 6.939 -26.180
21 C -6.282 2.869 -29.046
22 O -6.594 2.344 -30.238
23 N -6.191 2.204 -27.919
24 N -6.019 4.114 -28.902
25 H -6.424 1.154 -27.894
26 H -5.783 2.579 -27.011
27 H -6.221 4.655 -29.772
28 H -5.740 4.558 -28.007
29 C -4.129 5.755 -26.907
30 O -2.988 5.691 -26.143
31 N -4.127 5.936 -28.179
32 N -5.287 5.462 -26.428
33 H -3.354 6.379 -28.702
34 H -4.653 5.296 -28.806
35 H -5.346 5.165 -25.468
36 H -6.120 5.910 -26.848
37 C -6.997 -1.607 -27.294
38 O -7.106 -0.325 -27.593
39 N -7.955 -2.417 -27.024
40 N -5.854 -2.118 -27.035
41 H -8.897 -2.061 -27.010
42 H -7.796 -3.358 -26.694
43 H -5.100 -1.405 -26.969
44 H -5.568 -3.048 -27.356
45 C -9.966 2.526 -30.835
46 O -11.239 2.447 -30.346
47 N -9.588 1.685 -31.749
48 N -8.999 3.316 -30.498
49 H -10.316 0.928 -31.950
50 H -8.638 1.287 -31.849
51 H -9.231 3.764 -29.600
52 H -8.006 2.985 -30.663
53 C -6.010 6.469 -32.581
54 C -6.457 6.832 -31.167
55 C -7.218 8.187 -31.190
56 O -7.234 5.958 -30.622
57 H -5.560 7.299 -33.079
58 H -6.863 6.196 -33.175
59 H -5.303 5.654 -32.518
60 H -5.537 6.927 -30.568
61 H -8.025 8.030 -31.946
62 H -6.649 9.030 -31.451
63 H -7.733 8.414 -30.221
64 H -7.853 5.681 -31.303
65 C -6.064 2.970 -33.115
66 C -5.971 3.421 -34.543
67 C -4.946 2.683 -35.333
68 O -7.000 3.454 -35.260
69 H -6.368 1.916 -33.106
70 H -6.898 3.500 -32.557
71 H -5.182 3.041 -32.610
72 H -5.620 4.467 -34.448
73 H -5.052 1.661 -35.296
74 H -3.929 2.791 -34.940
75 H -4.803 3.005 -36.370
76 H -7.820 3.516 -34.751
77 C -4.355 1.240 -24.196
78 C -3.846 2.493 -24.930
79 C -2.375 2.483 -25.346
80 O -4.479 2.788 -25.922
81 H -5.098 0.722 -24.842
82 H -4.959 1.585 -23.438
83 H -3.641 0.559 -23.808
84 H -4.037 3.346 -24.287
85 H -2.104 3.502 -25.458
86 H -2.145 1.958 -26.280
87 H -1.795 2.052 -24.547
88 H -4.059 3.538 -26.409
89 C -3.028 1.445 -28.601
90 C -3.707 0.150 -28.198
91 C -2.906 -1.047 -28.734
92 O -3.907 -0.064 -27.006
93 H -3.491 2.334 -28.181
94 H -3.175 1.385 -29.657
95 H -1.994 1.463 -28.414
96 H -4.664 0.038 -28.678
97 H -1.829 -1.071 -28.440
98 H -2.868 -0.930 -29.822
99 H -3.314 -1.999 -28.495
100 H -4.156 0.785 -26.569
101 C -7.520 2.950 -24.691
102 C -8.085 1.706 -25.287
103 C -9.125 1.156 -24.289
104 O -8.672 1.965 -26.347
105 H -7.063 3.629 -25.476
106 H -6.822 2.670 -23.930
107 H -8.344 3.581 -24.348
108 H -7.278 0.949 -25.348
109 H -9.757 1.921 -23.902
110 H -8.625 0.801 -23.399
111 H -9.733 0.329 -24.623
112 H -8.071 2.393 -26.968
113 C -2.261 4.218 -32.809
114 C -2.161 3.988 -31.309
115 C -3.456 4.200 -30.582
116 O -1.595 2.932 -30.953
117 H -1.816 5.144 -33.107
118 H -3.296 4.050 -33.159
119 H -1.607 3.500 -33.281
120 H -1.485 4.791 -30.981
121 H -4.153 3.463 -30.836
122 H -3.963 5.145 -30.782
123 H -3.370 3.917 -29.568
124 H -1.972 2.185 -31.395

- Relative energy (zero: lowest compared OMol25 entry of this formula, charge and spin): 5.174 eV
- LUMO energy: 0.0003 hartree
- Highest occupied orbital energy: -7.57 eV
- Energy: -2523.5297 a.u.
- Molecular weight: 724.94 Da
- Orbital gap: 7.6 eV

=====

Entry from the Open Molecules 2025 dataset: 12 unconnected molecules or ions with the total composition C25H78N4O13 at a distorted geometry (the ωB97M-V functional and the def2-TZVPD basis).

Geometry (Å):
1 C -4.906 -9.382 3.466
2 O -4.179 -9.268 2.231
3 C -4.932 -8.855 1.130
4 C -4.133 -9.032 -0.197
5 C -2.732 -8.459 -0.279
6 N -4.898 -8.510 -1.354
7 H -5.811 -9.926 3.196
8 H -5.268 -8.432 3.859
9 H -4.323 -9.890 4.234
10 H -5.818 -9.486 1.065
11 H -5.272 -7.847 1.367
12 H -4.074 -10.092 -0.446
13 H -2.773 -7.370 -0.326
14 H -2.118 -8.731 -1.138
15 H -2.219 -8.612 0.671
16 H -5.075 -7.553 -1.082
17 H -5.876 -8.761 -1.370
18 C -8.386 4.757 -4.467
19 O -8.014 5.217 -3.154
20 C -8.688 4.575 -2.140
21 C -8.161 4.957 -0.754
22 C -6.663 4.693 -0.582
23 N -8.800 4.252 0.346
24 H -9.360 5.161 -4.745
25 H -8.472 3.671 -4.503
26 H -7.652 4.935 -5.252
27 H -9.757 4.783 -2.182
28 H -8.508 3.505 -2.235
29 H -8.393 5.989 -0.491
30 H -6.410 3.668 -0.851
31 H -6.228 4.868 0.402
32 H -6.047 5.243 -1.293
33 H -8.363 4.568 1.200
34 H -9.794 4.429 0.365
35 C 8.768 -2.669 -3.536
36 O 8.377 -3.039 -2.220
37 C 7.192 -3.838 -2.093
38 C 6.694 -3.760 -0.616
39 C 7.666 -4.368 0.406
40 N 5.385 -4.388 -0.513
41 H 9.425 -1.804 -3.452
42 H 7.900 -2.610 -4.193
43 H 9.414 -3.432 -3.971
44 H 6.339 -3.409 -2.617
45 H 7.233 -4.881 -2.408
46 H 6.588 -2.704 -0.366
47 H 8.676 -3.966 0.331
48 H 7.856 -5.425 0.223
49 H 7.264 -4.069 1.375
50 H 5.036 -4.341 0.434
51 H 5.451 -5.392 -0.607
52 C -0.524 5.041 -6.130
53 O -0.448 4.569 -7.470
54 C -0.447 5.658 -8.375
55 C -0.033 5.136 -9.774
56 C 1.394 4.416 -9.851
57 N -0.015 6.178 -10.785
58 H -1.529 5.409 -5.927
59 H 0.283 5.754 -5.964
60 H -0.358 4.179 -5.484
61 H -1.458 6.064 -8.414
62 H 0.242 6.440 -8.054
63 H -0.786 4.390 -10.024
64 H 1.544 3.687 -9.054
65 H 2.086 5.237 -9.667
66 H 1.728 3.882 -10.741
67 H 0.567 6.949 -10.491
68 H -0.853 6.739 -10.732
69 O -7.037 -1.058 2.734
70 C -6.771 -1.367 4.114
71 C -5.296 -1.189 4.411
72 O -4.532 -2.227 3.763
73 H -7.318 -0.140 2.719
74 H -7.432 -0.704 4.672
75 H -7.050 -2.415 4.223
76 H -5.188 -1.324 5.487
77 H -4.892 -0.204 4.180
78 H -4.660 -2.216 2.811
79 C 0.609 -6.535 5.760
80 O 0.882 -5.348 5.076
81 H 0.981 -6.602 6.782
82 H -0.469 -6.529 5.921
83 H 0.951 -7.409 5.206
84 H 0.064 -4.846 5.058
85 C -1.318 3.036 7.758
86 O -1.680 3.760 6.569
87 H -2.162 2.733 8.378
88 H -0.763 2.107 7.626
89 H -0.729 3.634 8.454
90 H -0.851 3.979 6.137
91 C 0.988 0.671 1.283
92 O 0.711 -0.356 0.394
93 H 0.684 0.453 2.306
94 H 2.071 0.754 1.376
95 H 0.480 1.588 0.983
96 H 1.345 -1.076 0.388
97 C 5.152 -0.358 6.431
98 O 6.085 -0.112 7.411
99 H 4.566 -1.226 6.730
100 H 4.576 0.533 6.181
101 H 5.687 -0.651 5.528
102 H 5.583 0.217 8.160
103 C 5.329 3.078 -2.597
104 O 5.369 4.431 -2.245
105 H 4.423 2.896 -3.175
106 H 6.254 2.866 -3.134
107 H 5.219 2.449 -1.714
108 H 6.150 4.542 -1.697
109 C 9.505 2.406 1.299
110 O 9.481 3.794 1.473
111 H 9.484 2.222 0.225
112 H 10.451 1.964 1.613
113 H 8.703 1.964 1.891
114 H 9.265 3.934 2.398
115 C 4.012 6.511 4.720
116 O 2.762 6.134 4.113
117 H 4.811 6.029 4.157
118 H 4.150 7.589 4.634
119 H 4.146 6.226 5.763
120 H 2.666 6.689 3.336

- Relative energy (zero: lowest compared OMol25 entry of this formula, charge and spin): 0.000 eV
- LUMO energy: 0.0022 hartree
- Highest occupied orbital energy: -9.14 eV
- SMILES: COC[C@H](C)N.COC[C@H](C)N.COC[C@H](C)N.COC[C@H](C)N.OCCO.CO.CO.CO.CO.CO.CO.CO
- Energy: -2196.0890 a.u.
- Molecular weight: 642.91 Da
- Orbital gap: 9.2 eV

=====

Entry from the Open Molecules 2025 dataset: 26 unconnected molecules or ions with the total composition C26H104N52O26 at a distorted geometry (the ωB97M-V functional and the def2-TZVPD basis).

Geometry (Å):
1 C -4.352 -5.038 3.222
2 O -4.159 -6.199 3.494
3 N -5.341 -4.610 2.335
4 N -3.544 -4.039 3.676
5 H -5.089 -3.806 1.760
6 H -5.898 -5.389 2.077
7 H -3.711 -3.047 3.514
8 H -2.684 -4.321 4.159
9 C 2.857 -0.803 5.485
10 O 3.442 -1.588 4.700
11 N 2.268 0.266 5.086
12 N 2.939 -1.067 6.803
13 H 2.140 0.324 4.068
14 H 1.700 0.852 5.705
15 H 2.577 -0.490 7.524
16 H 3.655 -1.677 7.111
17 C -0.716 -4.964 0.360
18 O -0.894 -4.796 -0.866
19 N -1.732 -4.733 1.199
20 N 0.411 -5.525 0.871
21 H -1.514 -4.912 2.226
22 H -2.591 -4.320 0.853
23 H 1.087 -5.693 0.050
24 H 0.730 -5.709 1.797
25 C 1.540 1.983 -4.698
26 O 0.675 1.741 -5.585
27 N 1.241 2.336 -3.415
28 N 2.908 1.880 -4.942
29 H 0.262 2.332 -3.276
30 H 1.958 2.488 -2.786
31 H 3.193 1.591 -5.852
32 H 3.598 2.188 -4.289
33 C 1.064 5.327 -2.460
34 O 1.431 4.788 -1.406
35 N -0.229 5.247 -2.805
36 N 1.803 6.015 -3.349
37 H -0.837 4.632 -2.286
38 H -0.562 5.492 -3.729
39 H 1.396 6.398 -4.181
40 H 2.756 6.225 -3.093
41 C 3.710 -5.730 -0.416
42 O 3.556 -5.955 -1.661
43 N 3.479 -6.723 0.452
44 N 3.962 -4.521 0.074
45 H 3.398 -6.624 1.460
46 H 3.121 -7.573 0.061
47 H 4.321 -3.804 -0.485
48 H 4.187 -4.412 1.050
49 C -0.442 5.013 1.895
50 O -0.781 4.563 3.034
51 N -1.209 4.827 0.809
52 N 0.778 5.642 1.687
53 H -1.895 4.086 0.725
54 H -0.740 5.057 -0.025
55 H 1.326 5.339 2.517
56 H 1.255 5.468 0.787
57 C 2.193 -3.169 -3.316
58 O 1.909 -1.941 -3.341
59 N 1.318 -4.149 -2.938
60 N 3.464 -3.548 -3.487
61 H 0.425 -4.076 -2.498
62 H 1.755 -5.068 -2.727
63 H 3.780 -4.464 -3.221
64 H 4.003 -2.790 -3.932
65 C 4.646 3.685 -2.073
66 O 3.817 2.806 -2.028
67 N 5.788 3.536 -2.739
68 N 4.385 4.921 -1.550
69 H 6.225 2.579 -2.918
70 H 6.301 4.356 -2.823
71 H 3.575 5.092 -1.029
72 H 5.192 5.407 -1.135
73 C -4.059 -2.777 -1.038
74 O -4.094 -2.957 0.153
75 N -3.316 -3.481 -1.864
76 N -4.785 -1.752 -1.568
77 H -3.439 -3.555 -2.836
78 H -2.488 -4.025 -1.580
79 H -5.260 -1.123 -0.999
80 H -4.665 -1.500 -2.542
81 C -0.449 1.804 6.799
82 O 0.660 1.458 7.228
83 N -0.747 2.905 6.074
84 N -1.512 1.024 7.091
85 H -1.677 3.152 5.851
86 H -0.079 3.269 5.456
87 H -1.260 0.480 7.854
88 H -2.457 1.364 7.131
89 C 3.262 -1.125 0.404
90 O 4.445 -1.067 0.044
91 N 2.208 -0.980 -0.456
92 N 2.933 -1.266 1.704
93 H 2.405 -1.031 -1.443
94 H 1.289 -1.265 -0.049
95 H 3.545 -1.420 2.471
96 H 1.953 -1.453 1.920
97 C 1.284 1.669 1.403
98 O 1.169 1.171 2.535
99 N 0.261 2.058 0.655
100 N 2.539 1.830 0.919
101 H 0.519 2.203 -0.272
102 H -0.615 1.659 0.947
103 H 3.195 1.289 1.464
104 H 2.861 2.053 0.000
105 C -3.062 2.545 -2.375
106 O -1.937 2.571 -2.921
107 N -4.174 3.050 -2.922
108 N -3.128 2.052 -1.088
109 H -4.974 3.021 -2.356
110 H -4.130 3.622 -3.803
111 H -2.451 1.325 -0.999
112 H -4.002 1.724 -0.633
113 C 3.378 -4.819 3.747
114 O 3.346 -5.931 3.223
115 N 2.280 -4.026 3.724
116 N 4.574 -4.258 4.225
117 H 2.281 -3.120 4.168
118 H 1.439 -4.454 3.399
119 H 4.597 -3.291 4.557
120 H 5.478 -4.779 4.405
121 C -3.154 -0.578 -4.735
122 O -3.910 -1.440 -4.278
123 N -3.737 0.625 -5.014
124 N -1.852 -0.759 -5.061
125 H -3.176 1.445 -4.805
126 H -4.649 0.652 -4.603
127 H -1.637 -1.736 -5.074
128 H -1.404 -0.036 -5.600
129 C 1.709 4.895 -7.190
130 O 0.781 5.457 -6.642
131 N 1.822 3.593 -7.386
132 N 2.877 5.525 -7.588
133 H 2.730 3.208 -7.540
134 H 1.067 2.944 -7.133
135 H 3.424 4.947 -8.235
136 H 2.781 6.505 -7.852
137 C 5.241 3.167 -6.642
138 O 4.760 3.408 -7.823
139 N 5.903 2.078 -6.378
140 N 5.124 4.124 -5.657
141 H 6.212 1.622 -7.209
142 H 6.170 1.886 -5.435
143 H 4.320 4.787 -5.835
144 H 5.390 3.878 -4.712
145 C -1.167 -0.978 -0.380
146 O -1.825 -0.093 0.184
147 N -0.751 -0.830 -1.664
148 N -0.675 -1.982 0.296
149 H -1.149 -0.111 -2.202
150 H -0.375 -1.568 -2.195
151 H -1.029 -2.005 1.243
152 H -0.343 -2.773 -0.211
153 C -6.047 -1.709 5.094
154 O -6.290 -0.587 4.771
155 N -4.815 -2.049 5.664
156 N -6.979 -2.724 5.008
157 H -4.534 -3.033 5.584
158 H -4.085 -1.347 5.495
159 H -7.965 -2.598 4.752
160 H -6.660 -3.702 5.011
161 C -4.349 2.865 4.990
162 O -3.801 3.142 6.118
163 N -5.669 2.546 4.924
164 N -3.616 3.039 3.813
165 H -6.043 1.942 4.257
166 H -6.176 2.186 5.781
167 H -4.047 2.993 2.935
168 H -2.881 3.685 3.965
169 C -1.865 -0.516 3.649
170 O -2.950 -1.000 3.922
171 N -1.594 0.788 3.378
172 N -0.741 -1.343 3.616
173 H -0.628 1.064 3.099
174 H -2.262 1.534 3.344
175 H -0.829 -2.210 4.117
176 H 0.140 -0.881 3.901
177 C -0.840 -6.276 4.627
178 O -0.819 -5.171 4.088
179 N 0.308 -6.625 5.256
180 N -1.980 -7.022 4.601
181 H 0.472 -7.543 5.697
182 H 1.182 -6.348 4.830
183 H -1.928 -7.907 5.118
184 H -2.918 -6.651 4.224
185 C -5.355 0.696 1.372
186 O -5.508 1.068 0.215
187 N -4.285 0.137 1.950
188 N -6.389 0.890 2.289
189 H -4.332 -0.315 2.895
190 H -3.645 -0.322 1.321
191 H -6.509 0.152 2.983
192 H -7.257 1.043 1.798
193 C -2.557 4.810 -5.694
194 O -3.603 4.607 -5.141
195 N -1.395 4.321 -5.218
196 N -2.400 5.549 -6.834
197 H -1.451 3.476 -4.616
198 H -0.547 4.504 -5.678
199 H -3.317 5.737 -7.191
200 H -1.614 5.293 -7.404
201 C 6.136 0.205 -2.388
202 O 6.393 0.965 -3.362
203 N 6.866 0.195 -1.231
204 N 5.171 -0.709 -2.533
205 H 6.568 -0.605 -0.644
206 H 7.842 0.490 -1.321
207 H 4.739 -1.080 -1.692
208 H 4.464 -0.554 -3.227

- Relative energy (zero: lowest compared OMol25 entry of this formula, charge and spin): 0.000 eV
- LUMO energy: 0.0106 hartree
- Highest occupied orbital energy: -9.43 eV
- Energy: -5857.9949 a.u.
- Molecular weight: 1561.46 Da
- Orbital gap: 9.7 eV